Arrangement i

A molecular structure, H2KO. Source: OMol25; level of theory: ωB97M-V/def2-TZVPD.

ORCA input file:
```
! RIJCOSX wB97M-V def2-TZVPD def2/J DEFGRID3
* xyz 1 1
O -0.4262 0.2539 0.2867
H -0.1035 0.9816 0.8651
H -1.0453 0.6916 -0.3405
K 1.5749 -1.9271 -0.8113
*
```

The HOMO energy comes out at -16.00 eV. Its HOMO-LUMO gap is 0.429 Eh.

***

Arrangement ii

A molecular structure, H2KO. Source: OMol25; level of theory: ωB97M-V/def2-TZVPD.

ORCA input file:
```
! RIJCOSX wB97M-V def2-TZVPD def2/J DEFGRID3
* xyz 1 1
O -0.0860 -2.7527 -0.1818
H 0.1663 -3.0366 0.7259
H -0.9412 -3.2075 -0.3553
K -0.0214 -0.5988 -0.0317
*
```

The HOMO energy comes out at -17.53 eV. Its HOMO-LUMO gap is 0.484 Eh.

***

Most stable structure, least stable structure: arrangement i, arrangement ii.

***

Arrangement i

C17H18N2O5 in the gas phase. Source: OMol25; level of theory: ωB97M-V/def2-TZVPD.

ORCA input file:
```
! RIJCOSX wB97M-V def2-TZVPD def2/J DEFGRID3
* xyz 0 1
C 5.3667 2.6247 -1.0831
C 4.7720 1.4308 -0.4368
C 3.4800 1.0841 -0.1633
C 3.6054 -0.1870 0.4535
N 2.6256 -1.0255 0.9464
C 1.2895 -0.7780 0.9101
O 0.7917 0.2351 0.4863
C 0.4398 -1.9053 1.5215
O -0.7018 -2.1531 0.7155
C -0.4455 -2.3796 -0.5708
O 0.6666 -2.4243 -1.0317
C -1.7101 -2.6137 -1.3865
O -2.9008 -2.2883 -0.7346
C -3.1274 -0.9710 -0.4037
C -4.3223 -0.7249 0.2684
C -4.6622 0.5579 0.6619
C -3.8000 1.5980 0.3750
C -2.6124 1.3510 -0.3032
C -2.2623 0.0765 -0.7021
C -1.8275 2.6155 -0.4753
C -2.8579 3.7168 -0.1776
C -3.9183 3.0545 0.7181
N 4.8661 -0.5461 0.5358
O 5.5937 0.4546 -0.0155
H 6.1291 3.0582 -0.4386
H 5.8422 2.3432 -2.0215
H 4.5931 3.3602 -1.2794
H 2.5770 1.6175 -0.3610
H 2.9761 -1.9173 1.2655
H 1.0207 -2.8270 1.6311
H 0.0460 -1.5833 2.4877
H -1.7714 -3.6876 -1.5964
H -1.5983 -2.0868 -2.3451
H -4.9706 -1.5610 0.4768
H -5.5895 0.7347 1.1870
H -1.3232 -0.0786 -1.2100
H -1.3931 2.7074 -1.4706
H -1.0077 2.6262 0.2473
H -2.4077 4.5898 0.2926
H -3.3237 4.0375 -1.1110
H -4.9191 3.4489 0.5401
H -3.6835 3.2032 1.7760
*
```

The HOMO energy comes out at -8.14 eV. Its HOMO-LUMO gap is 0.325 Eh.

***

Arrangement ii

C17H18N2O5 in the gas phase. Source: OMol25; level of theory: ωB97M-V/def2-TZVPD.

ORCA input file:
```
! RIJCOSX wB97M-V def2-TZVPD def2/J DEFGRID3
* xyz 0 1
C 4.7951 3.7552 -0.1567
O 3.7205 3.0361 -0.7117
C 3.5811 1.7216 -0.3912
C 4.4153 1.0154 0.4684
C 4.1679 -0.3222 0.7287
C 3.1055 -0.9837 0.1348
C 2.8506 -2.4384 0.4157
O 1.4448 -2.6561 0.5127
C 0.9726 -3.8354 0.0543
O 1.6421 -4.7395 -0.3683
N -0.3821 -3.8952 0.2222
N -1.1243 -2.7287 0.4386
C -2.1807 -2.4316 -0.3675
O -2.6137 -3.2470 -1.1605
C -2.7721 -1.0910 -0.1437
C -2.0218 0.0152 0.2579
C -2.6253 1.2425 0.4130
C -3.9947 1.4013 0.1774
O -4.4853 2.6495 0.3733
C -5.8540 2.8854 0.1387
C -4.7428 0.3032 -0.2399
C -4.1276 -0.9224 -0.4048
C 2.2782 -0.2744 -0.7310
C 2.5055 1.0596 -0.9867
H 4.7325 3.7934 0.9357
H 5.7593 3.3289 -0.4516
H 4.7114 4.7645 -0.5566
H 5.2557 1.4932 0.9464
H 4.8210 -0.8560 1.4037
H 3.2478 -3.0759 -0.3855
H 3.3200 -2.7422 1.3581
H -0.9036 -4.5749 -0.3236
H -0.6855 -2.0617 1.0539
H -0.9561 -0.0636 0.4187
H -2.0564 2.1078 0.7140
H -6.1221 2.6888 -0.9040
H -6.0120 3.9399 0.3582
H -6.4842 2.2804 0.7981
H -5.7980 0.3932 -0.4429
H -4.6969 -1.7766 -0.7386
H 1.4472 -0.7751 -1.2051
H 1.8651 1.6163 -1.6522
*
```

The HOMO energy comes out at -8.64 eV. Its HOMO-LUMO gap is 0.341 Eh.

***

Most stable structure, least stable structure: arrangement ii, arrangement i.

***

Arrangement i

3 unconnected molecules or ions with the total composition C3H11NOS. Source: OMol25; level of theory: ωB97M-V/def2-TZVPD.

ORCA input file:
```
! RIJCOSX wB97M-V def2-TZVPD def2/J DEFGRID3
* xyz -1 2
C -0.4182 -1.0563 -0.0048
C 0.6853 -0.0194 -0.3178
C 1.8189 -0.0127 0.7032
S 3.3890 0.6697 0.0373
N -1.6764 -0.9615 -0.7981
H -0.7241 -0.9768 1.0490
H 0.1132 -2.0237 -0.0605
H 0.9685 -0.3118 -1.3523
H 0.2185 0.9539 -0.4061
H 2.0947 -1.0092 1.0372
H 1.4474 0.4889 1.5827
H 2.1724 1.6046 -1.2099
H -2.2193 -1.8363 -0.7227
H -1.3750 -0.8055 -1.7707
H -2.4361 2.4758 0.9296
H -2.1112 1.1614 0.2448
O -1.9476 1.6589 1.0588
*
```

The expectation value of S² is 0.7555. The HOMO energy (spin up / spin down) comes out at -0.60 / -2.86 eV. Its HOMO-LUMO gap (spin up / spin down) is 0.150 / 0.232 Eh.

***

Arrangement ii

2 unconnected molecules or ions with the total composition C3H11NOS. Source: OMol25; level of theory: ωB97M-V/def2-TZVPD.

ORCA input file:
```
! RIJCOSX wB97M-V def2-TZVPD def2/J DEFGRID3
* xyz -1 2
C 1.5177 1.4760 0.7005
N 0.9575 0.1512 0.4923
C -0.4764 -0.0834 0.7564
C -1.3557 -0.8067 -0.1942
S -2.8703 -1.4504 0.7098
H 2.5107 1.6186 0.3030
H 1.1088 2.3321 0.1580
H 1.3947 1.7873 1.8496
H 1.4656 -0.6317 0.9648
H -0.9482 0.8975 0.9436
H -0.5878 -0.8007 1.6019
H -0.7647 -1.6309 -0.5951
H -1.5722 -0.2042 -1.0441
H -2.4861 -2.7514 0.2341
H 0.6570 0.0935 -3.1138
H 0.7720 0.2986 -1.5229
O 0.6772 -0.2954 -2.2439
*
```

The expectation value of S² is 0.7512. The HOMO energy (spin up / spin down) comes out at 1.06 / -4.92 eV. Its HOMO-LUMO gap (spin up / spin down) is 0.077 / 0.294 Eh.

***

Most stable structure, least stable structure: arrangement i, arrangement ii.

***

Arrangement i

C4H6ClNO2 in the gas phase. Source: OMol25; level of theory: ωB97M-V/def2-TZVPD.

ORCA input file:
```
! RIJCOSX wB97M-V def2-TZVPD def2/J DEFGRID3
* xyz 0 1
C -2.3376 0.7784 1.1978
C -0.9565 0.1611 0.7838
O -0.6588 -0.9896 0.7229
O -0.2047 1.1150 0.1406
N 1.2017 0.9693 0.1090
C 1.7979 -0.0245 -0.3852
C 1.5418 -1.0699 -1.3648
Cl 3.5113 0.3994 -0.0273
H -2.4045 1.9275 1.2709
H -3.0702 0.3954 0.4078
H -2.6663 0.3926 2.1171
H 1.8901 -0.7826 -2.4190
H 1.9501 -2.0800 -1.0861
H 0.4060 -1.1922 -1.4676
*
```

The HOMO energy comes out at -9.99 eV. Its HOMO-LUMO gap is 0.393 Eh.

***

Arrangement ii

C4H6ClNO2 in the gas phase. Source: OMol25; level of theory: ωB97M-V/def2-TZVPD.

ORCA input file:
```
! RIJCOSX wB97M-V def2-TZVPD def2/J DEFGRID3
* xyz 0 1
C -0.4158 -0.1110 1.9292
C -0.8768 -0.5126 0.4848
C 0.3469 -0.7054 -0.3897
Cl 1.1565 -2.1641 -0.0663
N 0.8938 0.0276 -1.3143
O 1.9338 -0.3185 -1.8685
C 0.3147 1.3882 -1.8856
O -0.7793 1.7749 -1.6559
H -0.6156 -0.9023 2.6301
H 0.6568 0.1927 1.9833
H -0.9834 0.7520 2.1935
H -1.3361 0.3205 -0.0128
H -1.4506 -1.4261 0.4381
H 1.1551 1.6840 -2.4657
*
```

The HOMO energy comes out at -8.68 eV. Its HOMO-LUMO gap is 0.308 Eh.

***

Most stable structure, least stable structure: arrangement i, arrangement ii.

***

Arrangement i

C4H4FN in the gas phase. Source: OMol25; level of theory: ωB97M-V/def2-TZVPD.

ORCA input file:
```
! RIJCOSX wB97M-V def2-TZVPD def2/J DEFGRID3
* xyz 0 1
N -1.6655 1.7711 -1.5681
C -1.1864 1.1302 -0.7642
C -0.4275 0.4454 0.3406
C 0.0501 -1.0175 -0.0255
C 1.0203 -0.0480 0.2233
F 1.9987 0.5516 -0.5494
H -0.8867 0.5876 1.3871
H -0.2839 -1.9076 0.7097
H -0.0700 -1.4231 -1.0059
H 1.4510 -0.0897 1.2523
*
```

The HOMO energy comes out at -10.71 eV. Its HOMO-LUMO gap is 0.415 Eh.

***

Arrangement ii

A molecular structure, C4H4FN. Source: OMol25; level of theory: ωB97M-V/def2-TZVPD.

ORCA input file:
```
! RIJCOSX wB97M-V def2-TZVPD def2/J DEFGRID3
* xyz 0 1
C 2.3903 2.0001 -1.6555
C 0.3598 0.6911 -0.6690
C 1.6067 1.0759 -0.9149
C 0.1061 -0.3664 0.3281
N 3.0690 2.6483 -2.3050
F 2.7858 0.1198 -0.0153
H -0.4918 1.1279 -1.1581
H 0.9992 -0.7218 0.5894
H -0.3405 -1.3187 -0.0602
H -0.5994 -0.0201 1.0228
*
```

The HOMO energy comes out at -10.86 eV. Its HOMO-LUMO gap is 0.384 Eh.

***

Most stable structure, least stable structure: arrangement i, arrangement ii.

***

Arrangement i

A gas-phase ion, C7H12NO2 (charge +1). Source: OMol25; level of theory: ωB97M-V/def2-TZVPD.

ORCA input file:
```
! RIJCOSX wB97M-V def2-TZVPD def2/J DEFGRID3
* xyz 1 1
C -1.1272 -1.9199 0.2262
C -0.7787 -0.4814 0.7336
C -1.4559 0.5016 -0.1855
O -1.6814 1.8648 0.1061
C -0.8210 2.4720 0.8774
O -0.2304 1.6720 1.9621
C 0.5551 1.9419 0.9627
N 1.0806 1.0070 0.1623
C 2.1528 1.3755 -0.7326
C 0.8165 -0.3449 0.7472
H -0.8177 -2.1415 -0.8425
H -2.1495 -1.9639 0.4756
H -0.5838 -2.4966 0.8861
H -1.1383 -0.5219 1.7060
H -1.0383 0.3747 -1.1010
H -2.5271 0.1022 -0.3326
H -1.2172 3.5046 1.1863
H 2.0067 1.0798 -1.7834
H 3.0486 0.7411 -0.4882
H 2.4625 2.4650 -0.5908
H 1.3704 -0.6296 1.6674
H 1.1946 -1.0209 -0.0519
*
```

The HOMO energy comes out at -15.12 eV. Its HOMO-LUMO gap is 0.351 Eh.

***

Arrangement ii

A gas-phase ion, C7H12NO2 (charge +1). Source: OMol25; level of theory: ωB97M-V/def2-TZVPD.

ORCA input file:
```
! RIJCOSX wB97M-V def2-TZVPD def2/J DEFGRID3
* xyz 1 1
C 2.5836 1.3196 0.5753
C 1.9501 0.3083 -0.0723
C 1.5560 2.2448 1.1056
C -0.6644 -0.2838 -0.5236
C -1.7915 -1.3161 0.2004
C 0.5707 0.5904 0.0028
C -0.0835 -1.1342 -1.6746
N -2.8357 -0.4790 0.8822
O 0.3181 1.6828 0.6886
O 0.8514 -2.0555 -1.1585
H 3.6359 1.4661 0.7144
H 2.3562 -0.5587 -0.5564
H 1.5634 2.3112 2.2007
H 1.6351 3.2617 0.7012
H -1.3211 0.4737 -0.9674
H -1.3028 -1.9187 0.9694
H 0.4138 -0.4797 -2.4066
H -0.9110 -1.6474 -2.1632
H -2.4647 0.2390 1.5233
H -3.4400 -1.1105 1.4166
H -3.3991 -0.0166 0.1598
H 0.7799 -2.8973 -1.6177
*
```

The HOMO energy comes out at -10.76 eV. Its HOMO-LUMO gap is 0.215 Eh.

***

Most stable structure, least stable structure: arrangement ii, arrangement i.

***

Arrangement i

C2H3ClO2 in the gas phase. Source: OMol25; level of theory: ωB97M-V/def2-TZVPD.

ORCA input file:
```
! RIJCOSX wB97M-V def2-TZVPD def2/J DEFGRID3
* xyz 0 1
C -0.6523 0.5729 -1.1578
C 0.1929 0.3129 -0.1872
Cl 1.8314 0.4995 -0.2304
O -0.4131 -0.1045 1.3146
O 0.6176 -0.8908 1.9011
H -0.4296 0.8838 -2.1236
H -1.7195 0.5377 -1.2070
H 0.5727 -1.8115 1.6903
*
```

The HOMO energy comes out at -9.91 eV. Its HOMO-LUMO gap is 0.391 Eh.

***

Arrangement ii

C2H3ClO2 in the gas phase. Source: OMol25; level of theory: ωB97M-V/def2-TZVPD.

ORCA input file:
```
! RIJCOSX wB97M-V def2-TZVPD def2/J DEFGRID3
* xyz 0 1
O -0.2068 -1.5301 -0.3392
C -0.3124 -0.2732 -0.0055
Cl -2.1154 0.1827 0.2727
C 0.7304 0.6902 0.4090
O 0.3980 0.7786 -0.9808
H -0.8005 -1.8083 -1.1066
H 0.5318 1.6561 1.0420
H 1.7749 0.3039 0.7085
*
```

The HOMO energy comes out at -10.55 eV. Its HOMO-LUMO gap is 0.410 Eh.

***

Most stable structure, least stable structure: arrangement ii, arrangement i.

***

Arrangement i

A molecular structure, C2H3ClO2. Source: OMol25; level of theory: ωB97M-V/def2-TZVPD.

ORCA input file:
```
! RIJCOSX wB97M-V def2-TZVPD def2/J DEFGRID3
* xyz 0 1
C -0.1613 0.5694 0.1643
C -0.4048 -1.2084 -0.4791
O 0.0179 -0.0463 -1.1385
O -0.2981 -0.7912 0.7306
Cl -2.4415 -1.3483 -0.8654
H 0.8213 0.9505 0.6505
H -1.1771 1.0546 0.3504
H 0.0311 -2.0803 -0.8788
*
```

The HOMO energy comes out at -10.41 eV. Its HOMO-LUMO gap is 0.409 Eh.

***

Arrangement ii

A molecular structure, C2H3ClO2. Source: OMol25; level of theory: ωB97M-V/def2-TZVPD.

ORCA input file:
```
! RIJCOSX wB97M-V def2-TZVPD def2/J DEFGRID3
* xyz 0 1
C -1.0539 0.5552 0.3823
C 0.7451 0.2236 -0.4907
O -1.9735 1.2899 0.6355
O 1.2559 -0.5211 0.5028
Cl 0.1337 -0.7801 -1.7384
H 1.3943 0.9404 -0.8152
H -1.1010 -0.6068 0.7519
H 0.5994 -1.1010 0.7717
*
```

The HOMO energy comes out at -9.29 eV. Its HOMO-LUMO gap is 0.369 Eh.

***

Most stable structure, least stable structure: arrangement i, arrangement ii.